Entry 1:
Formula: C24H43N2OP3SY
Source: OMol25
Level of theory: ωB97M-V/def2-TZVPD

Last column: Mulliken charge in e.
Atoms and positions in Å:
1 Y 0.626 0.663 0.437  -0.40
2 P -2.095 0.742 0.281  1.12
3 P 0.273 0.429 3.234  1.11
4 P 0.740 0.219 -2.300  1.37
5 H 0.827 -2.187 1.647  0.32
6 C 1.259 -1.806 0.704  -0.34
7 C 2.445 -1.089 0.699  -0.75
8 H 2.956 -0.812 1.633  0.39
9 C -2.836 -0.919 0.447  -0.54
10 C -3.071 1.617 1.563  -1.12
11 C -2.943 1.364 -1.226  -1.19
12 C 1.750 -0.099 4.185  -1.20
13 C -0.232 1.919 4.163  -1.29
14 C -0.976 -0.780 3.833  -1.33
15 C 2.320 -0.440 -2.956  -1.30
16 C 0.321 1.532 -3.500  -1.32
17 C -0.407 -1.099 -2.854  -1.13
18 H 0.849 -2.316 -0.179  0.32
19 H 3.082 -0.950 -0.182  0.45
20 H -3.928 -0.814 0.503  0.61
21 H -2.475 -1.441 1.342  0.25
22 H -2.550 -1.507 -0.430  -0.47
23 H -4.117 1.624 1.231  0.51
24 H -2.725 2.652 1.676  0.32
25 H -3.006 1.107 2.530  0.38
26 H -4.015 1.446 -1.004  0.51
27 H -2.808 0.688 -2.079  0.30
28 H -2.571 2.360 -1.501  0.39
29 H 1.440 -0.452 5.179  0.42
30 H 2.440 0.749 4.295  0.41
31 H 2.271 -0.912 3.662  0.37
32 H -0.469 1.645 5.201  0.45
33 H -1.115 2.372 3.694  0.28
34 H 0.592 2.642 4.154  0.42
35 H -0.925 -0.813 4.932  0.52
36 H -0.756 -1.780 3.427  0.36
37 H -1.991 -0.487 3.522  0.32
38 H 2.180 -0.858 -3.963  0.43
39 H 2.711 -1.228 -2.300  0.38
40 H 3.062 0.367 -3.008  0.43
41 H 0.355 1.151 -4.530  0.45
42 H 1.047 2.349 -3.399  0.45
43 H -0.686 1.918 -3.295  0.31
44 H -0.222 -1.357 -3.907  0.58
45 H -1.463 -0.808 -2.754  0.39
46 H -0.259 -1.996 -2.239  -0.11
47 C -2.818 -3.969 -2.473  0.81
48 C -3.822 -4.928 -2.234  -0.79
49 C -3.528 -6.272 -2.487  -0.40
50 C -2.274 -6.655 -2.980  -0.61
51 C -1.339 -5.674 -3.309  -0.57
52 C -1.632 -4.325 -3.130  -0.15
53 O -2.890 -2.654 -2.074  -0.44
54 H -3.641 -2.506 -1.452  0.29
55 H -4.802 -4.625 -1.855  0.37
56 H -4.283 -7.036 -2.294  0.38
57 H -2.027 -7.704 -3.117  0.40
58 H -0.371 -5.942 -3.721  0.38
59 H -0.950 -3.537 -3.461  0.31
60 N -0.406 4.113 0.298  -0.12
61 C 0.939 4.056 0.483  0.38
62 N 1.651 2.922 0.586  0.24
63 C 3.022 3.215 0.848  -0.27
64 C 4.076 2.301 1.006  -0.25
65 C 5.365 2.789 1.268  -0.85
66 C 5.595 4.168 1.366  -0.59
67 C 4.546 5.088 1.205  -0.54
68 C 3.273 4.592 0.956  0.74
69 S 1.814 5.554 0.733  -0.18
70 H -0.765 5.058 0.218  0.28
71 H -0.965 3.348 -0.085  -0.20
72 H 3.873 1.227 0.916  0.23
73 H 6.188 2.079 1.395  0.44
74 H 6.583 4.547 1.567  0.44
75 H 4.685 6.161 1.262  0.44

Results
lowest unoccupied orbital energy = -10.7582 eV
ΔE to the lowest compared entry with this formula, charge and spin = 0.0 kcal per mole
total charge = +3
E = -2584.7424 hartree
HOMO = -14.58 eV

Entry 2:
Formula: C24H43N5O7Sb2W
Source: OMol25
Level of theory: ωB97M-V/def2-TZVPD

Last column: Mulliken charge in e.
Atoms and positions in Å:
1 W -1.391 1.256 -0.648  1.48
2 O -2.534 2.389 -2.140  -0.40
3 C -2.035 3.740 -2.476  -0.56
4 C -1.766 4.428 -1.169  -0.82
5 N -0.834 3.617 -0.332  -0.16
6 C 0.591 3.782 -0.764  -0.90
7 C 1.291 1.400 0.201  1.36
8 O 2.297 0.797 -0.660  -0.44
9 O 0.132 0.632 0.356  -0.25
10 C -1.100 3.897 1.089  -0.48
11 C -2.211 3.004 1.613  0.32
12 O -2.753 3.039 2.643  -0.39
13 O -2.514 1.948 0.665  -0.60
14 H -3.504 2.397 -2.098  0.24
15 H -2.795 4.243 -3.069  0.61
16 H -1.149 3.572 -3.084  0.26
17 H -2.704 4.543 -0.622  0.50
18 H -1.355 5.429 -1.327  0.43
19 H 1.173 4.321 -0.019  0.55
20 H 0.642 4.339 -1.700  0.41
21 H -1.389 4.936 1.265  0.62
22 H -0.231 3.663 1.703  0.20
23 C -0.376 -2.028 -2.571  -1.02
24 Sb -1.892 -0.571 -2.770  0.78
25 C -1.509 0.500 -4.548  -1.27
26 C -3.758 -1.640 -2.904  -1.26
27 C -3.569 -3.013 -2.329  0.43
28 C -3.299 -4.067 -3.197  -0.78
29 C -3.113 -5.357 -2.720  -0.75
30 C -3.191 -5.601 -1.357  -0.76
31 C -3.461 -4.557 -0.485  -0.67
32 C -3.652 -3.257 -0.950  1.12
33 C -3.995 -2.182 0.034  -1.62
34 Sb -2.296 -1.082 0.774  1.09
35 C -2.884 -0.430 2.689  -1.22
36 C -0.737 -2.472 1.074  -1.31
37 H -0.177 -2.418 -3.569  0.55
38 H -0.748 -2.826 -1.931  0.25
39 H 0.520 -1.560 -2.167  0.35
40 H -1.458 -0.239 -5.347  0.58
41 H -0.556 1.015 -4.454  0.33
42 H -2.317 1.199 -4.747  0.41
43 H -3.972 -1.666 -3.973  0.77
44 H -4.530 -1.045 -2.420  0.48
45 H -3.267 -3.885 -4.266  0.47
46 H -2.928 -6.166 -3.412  0.46
47 H -3.069 -6.606 -0.975  0.46
48 H -3.570 -4.764 0.574  0.53
49 H -4.395 -2.608 0.956  0.73
50 H -4.719 -1.454 -0.328  0.60
51 H -3.076 -1.321 3.286  0.52
52 H -3.789 0.167 2.602  0.40
53 H -2.097 0.166 3.147  0.35
54 H -0.306 -2.268 2.052  0.55
55 H 0.019 -2.366 0.301  0.27
56 H -1.159 -3.476 1.053  0.54
57 N 0.885 1.881 2.565  -0.28
58 C 1.913 1.891 1.529  -0.85
59 C 3.259 1.224 1.889  -1.31
60 C 3.250 -0.286 2.131  -0.40
61 C 4.454 -0.780 2.939  -1.13
62 N 5.727 -0.558 2.250  -0.03
63 C 6.902 -1.037 2.685  0.73
64 N 6.970 -1.702 3.832  -0.31
65 N 7.999 -0.855 1.959  -0.37
66 C 1.072 2.365 -0.968  0.30
67 O 2.328 2.044 -1.453  -0.45
68 O 0.051 1.731 -1.761  -0.84
69 H 1.209 2.391 3.381  0.36
70 H 0.692 0.935 2.876  0.21
71 H 2.170 2.941 1.357  0.51
72 H 3.599 1.735 2.794  0.44
73 H 3.970 1.480 1.101  0.46
74 H 3.185 -0.832 1.186  0.32
75 H 2.374 -0.565 2.726  0.21
76 H 4.345 -1.852 3.111  0.61
77 H 4.460 -0.271 3.908  0.44
78 H 5.754 0.086 1.477  0.21
79 H 6.204 -1.721 4.482  0.20
80 H 7.830 -2.134 4.130  0.23
81 H 7.960 -0.490 1.022  0.20
82 H 8.908 -1.119 2.305  0.21

Results
lowest unoccupied orbital energy = -13.0995 eV
ΔE to the lowest compared entry with this formula, charge and spin = 113.0 kcal per mole
total charge = +4
E = -2286.8945 hartree
HOMO = -18.19 eV

Entry 3:
Formula: C24H44BO6S
Source: OMol25
Level of theory: ωB97M-V/def2-TZVPD

Last column: Mulliken charge in e.
Atoms and positions in Å:
1 C -4.532 -1.897 -2.337  -0.90
2 C -2.892 -1.896 -2.259  -0.04
3 B -2.399 -0.661 -3.173  0.59
4 O -2.549 -0.698 -4.629  -0.60
5 S -1.634 0.956 -2.495  0.15
6 C -3.042 2.036 -1.853  -0.59
7 C -3.484 1.701 -0.348  -0.55
8 O -3.572 0.290 -0.035  -0.43
9 C -0.474 0.612 -1.080  -0.39
10 C 0.497 -0.625 -1.323  0.45
11 C 1.252 -0.934 -2.649  -0.39
12 C 2.235 -2.140 -2.838  -0.65
13 C 2.505 -3.106 -1.639  -0.55
14 C 1.744 -2.838 -0.318  -0.55
15 C 0.752 -1.629 -0.135  0.38
16 C 0.061 -1.512 1.304  -1.17
17 H -4.865 -2.722 -3.052  0.30
18 H -4.850 -0.887 -2.810  0.20
19 H -5.012 -1.951 -1.305  0.28
20 H -2.493 -2.877 -2.692  0.41
21 H -2.518 -1.805 -1.175  0.00
22 H -1.810 -0.127 -5.002  0.25
23 H -3.922 2.063 -2.579  0.42
24 H -2.591 3.102 -1.829  0.41
25 H -4.555 2.127 -0.224  0.31
26 H -2.851 2.264 0.440  0.31
27 H -3.003 0.177 0.769  0.30
28 H 0.204 1.548 -0.999  0.54
29 H -0.991 0.525 -0.063  0.10
30 H 1.111 -0.259 -3.563  0.42
31 H 2.790 -2.313 -3.830  0.35
32 H 3.223 -3.990 -1.669  0.35
33 H 1.937 -3.541 0.575  0.35
34 H -0.995 -1.058 1.280  0.09
35 H 0.763 -0.907 1.986  0.32
36 H -0.060 -2.550 1.793  0.45
37 C 1.887 -0.821 5.845  -1.15
38 C 0.547 -1.146 5.241  0.75
39 O 0.447 -1.908 4.294  -0.56
40 C -0.663 -0.493 5.853  -0.92
41 H 2.668 -1.361 5.305  0.33
42 H 2.081 0.251 5.763  0.31
43 H 1.907 -1.130 6.892  0.35
44 H -0.581 0.592 5.771  0.20
45 H -0.755 -0.788 6.899  0.35
46 H -1.559 -0.819 5.317  0.33
47 C 6.298 1.514 -1.521  -1.15
48 C 4.833 1.773 -1.291  0.61
49 O 4.451 2.758 -0.687  -0.57
50 C 3.856 0.764 -1.836  -0.42
51 H 6.882 2.322 -1.074  0.32
52 H 6.588 0.572 -1.051  0.32
53 H 6.506 1.483 -2.593  0.33
54 H 4.036 -0.212 -1.380  0.28
55 H 3.955 0.699 -2.921  0.36
56 H 2.839 1.079 -1.595  -0.04
57 C -2.878 2.364 8.058  -1.10
58 C -1.400 2.653 8.088  0.85
59 O -0.579 1.756 8.022  -0.53
60 C -0.978 4.093 8.202  -1.13
61 H -3.034 1.286 7.972  0.27
62 H -3.344 2.713 8.981  0.37
63 H -3.335 2.853 7.195  0.31
64 H -1.360 4.520 9.133  0.34
65 H -1.351 4.660 7.346  0.33
66 H 0.112 4.151 8.213  0.30
67 C 1.534 -0.451 -8.138  -1.25
68 C 0.513 -0.572 -7.039  0.94
69 O -0.046 0.413 -6.583  -0.58
70 C 0.209 -1.953 -6.525  -0.65
71 H 1.652 0.601 -8.408  0.33
72 H 2.497 -0.834 -7.794  0.32
73 H 1.199 -1.003 -9.018  0.34
74 H 1.113 -2.403 -6.110  0.23
75 H -0.186 -2.571 -7.334  0.41
76 H -0.543 -1.887 -5.735  -0.06

Results
lowest unoccupied orbital energy = -3.3845 eV
ΔE to the lowest compared entry with this formula, charge and spin = 128.2 kcal per mole
total charge = +1
E = -1814.9615 hartree
HOMO = -11.28 eV